[1]
ORCA calculation (wB97M-V/def2-TZVPD) on a cluster of 2 separate species, C2H8NO in total in a non-equilibrium geometry.

Computed properties:
* LUMO energy: -4.959 eV
* charge: +1
* 2S+1: 1
* gap between HOMO and LUMO: 11.57 eV

Cartesian coordinates (Å):
C1 1.55 -0.56 0.38
C2 -0.17 -1.05 -1.26
N1 0.21 -0.37 -0.23
H1 2.26 -0.74 -0.42
H2 1.67 0.24 1.10
H3 1.45 -1.46 0.94
H4 0.61 -1.83 -1.55
H5 -1.18 -0.86 -1.68
H6 -0.43 0.20 0.28
H7 -1.71 1.75 1.76
H8 -1.68 2.30 0.31
O1 -1.34 1.58 0.78

***

[2]
ORCA calculation (wB97M-V/def2-TZVPD) on a cluster of 2 separate species, C8H12N4Si in total in a non-equilibrium geometry.

Computed properties:
* LUMO energy: -1.432 eV
* 2S+1: 1
* gap between HOMO and LUMO: 6.21 eV

Cartesian coordinates (Å):
C1 2.15 2.74 0.21
C2 -3.96 1.58 0.50
C3 1.45 1.65 0.64
C4 -3.29 0.53 -0.01
C5 2.69 1.21 -1.08
C6 -1.80 2.01 0.54
C7 0.72 -1.72 1.46
C8 0.53 -2.03 -1.61
N1 2.97 2.40 -0.80
N2 -2.96 2.45 0.85
N3 1.72 0.62 -0.21
N4 -1.90 0.81 -0.03
Si1 0.72 -0.78 -0.20
H1 2.24 3.67 0.70
H2 -5.02 1.78 0.66
H3 0.56 1.70 1.23
H4 -3.77 -0.37 -0.36
H5 3.30 0.69 -1.76
H6 -0.91 2.64 0.61
H7 1.48 -2.53 1.45
H8 0.93 -1.13 2.25
H9 -0.31 -2.14 1.54
H10 1.16 -1.97 -2.61
H11 0.73 -3.04 -1.34
H12 -0.57 -2.04 -1.71

***

Repeat the first record exactly.
ORCA calculation (wB97M-V/def2-TZVPD) on a cluster of 2 separate species, C2H8NO in total in a non-equilibrium geometry.

Computed properties:
* LUMO energy: -4.959 eV
* charge: +1
* 2S+1: 1
* gap between HOMO and LUMO: 11.57 eV

Cartesian coordinates (Å):
C1 1.55 -0.56 0.38
C2 -0.17 -1.05 -1.26
N1 0.21 -0.37 -0.23
H1 2.26 -0.74 -0.42
H2 1.67 0.24 1.10
H3 1.45 -1.46 0.94
H4 0.61 -1.83 -1.55
H5 -1.18 -0.86 -1.68
H6 -0.43 0.20 0.28
H7 -1.71 1.75 1.76
H8 -1.68 2.30 0.31
O1 -1.34 1.58 0.78